No. 1
Entry from OMol25: a cluster of 2 separate species, C4H14N2 in total in a non-equilibrium geometry (ωB97M-V/def2-TZVPD).

Positions of all 20 atoms, in Å:
C1 -1.44162 -0.72925 1.94530
C2 -2.52101 -0.35641 0.91910
N1 -3.64222 0.30607 1.62006
H1 -1.80243 -1.49967 2.62606
H2 -0.53887 -1.07490 1.43493
H3 -1.15810 0.13930 2.53399
H4 -2.08914 0.31750 0.18560
H5 -2.88361 -1.29694 0.50498
H6 -3.48790 0.32265 2.61996
H7 -3.75209 1.26729 1.33057
C3 3.25704 0.30811 -0.80492
N2 2.62359 0.79792 -2.05863
C4 1.41790 -0.02786 -2.35709
H8 2.86443 0.80800 0.08302
H9 3.13417 -0.76727 -0.70912
H10 4.31837 0.51621 -0.86927
H11 2.24475 1.68829 -1.75715
H12 1.68621 -1.08350 -2.39541
H13 1.02760 0.22487 -3.34155
H14 0.74292 0.13958 -1.51042

Atomic forces in eV per Å
0.1963 0.1165 -0.5397
-0.0151 -0.0135 1.6714
-0.0874 0.0382 -0.2909
0.0361 -0.0644 -0.0203
-0.0535 -0.2137 0.1366
0.0206 0.1684 0.0852
-0.1194 -0.1776 -0.3718
0.0348 0.2133 -0.5763
0.0113 -0.0572 -0.0427
-0.0122 -0.0086 -0.0618
0.1624 0.2096 -0.6754
-0.4058 -0.6477 0.5888
0.9156 0.4891 0.5157
-0.1079 -0.1577 0.1257
-0.0350 -0.0822 0.0586
0.2624 0.0150 0.1741
0.1079 0.2808 -0.6140
0.1036 0.0254 0.0795
-0.3215 0.2363 0.2440
-0.6932 -0.3700 -0.4869

Calculated values
**Kohn-Sham gap**: 9.94 eV
**E_LUMO**: 0.9 eV
**Relative energy (zero: lowest compared OMol25 entry of this formula, charge and spin)**: 84.8 kJ/mol
**M**: 90.170 Da
**Electronic energy**: -7354.238 eV
**Largest force on an atom**: 1.67 eV/A

The molecule's Löwdin atomic charges, reported in e, are given here: atom 1 (C): -0.12, atom 2 (C): -0.33, atom 3 (N): -0.03, atom 4 (H): 0.07, atom 5 (H): 0.06, atom 6 (H): 0.06, atom 7 (H): 0.09, atom 8 (H): 0.09, atom 9 (H): 0.05, atom 10 (H): 0.05, atom 11 (C): -0.15, atom 12 (N): -0.18, atom 13 (C): -0.14, atom 14 (H): 0.07, atom 15 (H): 0.07, atom 16 (H): 0.06, atom 17 (H): 0.08, atom 18 (H): 0.07, atom 19 (H): 0.07, atom 20 (H): 0.06

---

No. 2
Entry from OMol25: a cluster of 2 separate species, C4H14N2 in total in a non-equilibrium geometry (ωB97M-V/def2-TZVPD).

Positions of all 20 atoms, in Å:
C1 -1.23082 2.04389 -0.32406
C2 -0.87782 2.98932 0.79535
N1 -0.17997 2.28308 1.88862
H1 -0.37876 1.39021 -0.49648
H2 -2.05464 1.35983 -0.10107
H3 -1.51532 2.58570 -1.22765
H4 -0.15072 3.74772 0.47323
H5 -1.77726 3.59883 0.96004
H6 0.74724 2.67649 2.00045
H7 -0.58091 2.48444 2.79949
C3 0.54140 -3.57951 -1.38626
N2 0.62017 -2.60933 -0.25411
C4 0.98804 -1.24356 -0.56520
H8 0.35414 -3.07290 -2.33546
H9 1.49060 -4.11351 -1.47205
H10 -0.27867 -4.26471 -1.18680
H11 1.44049 -2.98772 0.20073
H12 1.79826 -1.24921 -1.31856
H13 1.44563 -0.78975 0.31707
H14 0.12642 -0.62323 -0.79589

Atomic forces in eV per Å
0.1283 -0.5325 -0.3234
0.5967 0.7338 -0.4903
-0.5291 0.3844 0.8501
0.1045 0.1350 -0.3818
-0.0515 0.2317 0.3464
0.1765 -0.0252 -0.0749
-0.2427 -0.1622 -0.5927
0.1373 -0.3319 1.1110
0.0663 -0.1060 -0.3207
-0.3995 -0.2465 -0.1208
-0.2873 0.9980 0.1327
0.4805 -1.1997 0.0873
0.8492 -0.0863 -0.0905
-0.0699 0.0013 0.0240
-0.1404 -0.1864 -0.1848
0.0739 -0.2017 -0.1484
-0.2543 0.2322 0.8236
-0.5111 0.5563 -0.2695
-0.1860 -0.0676 0.1245
0.0586 -0.1266 -0.5018

Calculated values
**Kohn-Sham gap**: 9.87 eV
**E_LUMO**: 1.1 eV
**Relative energy (zero: lowest compared OMol25 entry of this formula, charge and spin)**: 107.9 kJ/mol
**M**: 90.170 Da
**Electronic energy**: -7353.999 eV
**Largest force on an atom**: 1.30 eV/A

The molecule's Löwdin atomic charges, reported in e, are given here: atom 1 (C): -0.13, atom 2 (C): -0.35, atom 3 (N): -0.02, atom 4 (H): 0.04, atom 5 (H): 0.07, atom 6 (H): 0.07, atom 7 (H): 0.10, atom 8 (H): 0.10, atom 9 (H): 0.06, atom 10 (H): 0.06, atom 11 (C): -0.13, atom 12 (N): -0.19, atom 13 (C): -0.16, atom 14 (H): 0.07, atom 15 (H): 0.07, atom 16 (H): 0.06, atom 17 (H): 0.08, atom 18 (H): 0.08, atom 19 (H): 0.08, atom 20 (H): 0.05

---

No. 3
Entry from OMol25: a cluster of 2 separate species, C4H14N2 in total (ωB97M-V/def2-TZVPD).

Positions of all 20 atoms, in Å:
C1 -0.88758 0.73811 1.85576
C2 -1.59013 1.62135 0.84299
C3 -1.35851 1.13104 -0.57244
H1 0.18649 0.70451 1.65918
H2 -0.95805 1.08415 2.88574
H3 -1.26936 -0.28091 1.77963
H4 -2.64468 1.70612 1.10606
H5 -1.22154 2.64818 0.92527
H6 -2.02568 1.57086 -1.30232
H7 -1.47439 0.04003 -0.63936
H8 -0.32607 1.29101 -0.86345
N1 0.67680 -2.12253 -0.25982
C4 1.28335 -1.35889 -1.29631
N2 2.33234 -0.49335 -0.79965
H9 0.47182 -1.62337 0.58703
H10 0.87635 -3.10108 -0.22521
H11 0.56983 -0.72049 -1.82288
H12 1.63419 -2.05991 -2.07027
H13 3.08138 -0.97475 -0.33078
H14 2.64343 0.19994 -1.45919

Atomic forces in eV per Å
0.4850 -0.0694 0.0426
0.0440 0.5324 0.2913
-0.0139 -0.8023 0.0386
0.0527 -0.0815 -0.2117
-0.3523 0.0268 0.0363
-0.0292 -0.0571 0.1686
-0.1782 -0.2410 -0.2054
0.0985 -0.0048 0.0251
-0.0644 0.2465 -0.1541
-0.2357 0.1376 0.0912
0.2019 0.3033 -0.1134
-0.5083 0.1620 -0.3613
0.4197 -0.2095 -0.6496
-0.3942 0.3963 0.4481
0.1091 -0.2273 0.1567
0.1325 -0.0002 0.3400
-0.1373 0.1417 0.1532
-0.0323 -0.1120 0.1737
0.1868 -0.0814 -0.1918
0.2155 -0.0600 -0.0782

Calculated values
**Kohn-Sham gap**: 9.94 eV
**E_LUMO**: 1.2 eV
**Relative energy (zero: lowest compared OMol25 entry of this formula, charge and spin)**: 11.0 kJ/mol
**M**: 90.170 Da
**Electronic energy**: -7355.003 eV
**Largest force on an atom**: 0.80 eV/A

The molecule's Löwdin atomic charges, reported in e, are given here: atom 1 (C): -0.14, atom 2 (C): -0.32, atom 3 (C): -0.13, atom 4 (H): 0.07, atom 5 (H): 0.07, atom 6 (H): 0.07, atom 7 (H): 0.10, atom 8 (H): 0.10, atom 9 (H): 0.07, atom 10 (H): 0.07, atom 11 (H): 0.06, atom 12 (N): 0.01, atom 13 (C): -0.41, atom 14 (N): -0.01, atom 15 (H): 0.05, atom 16 (H): 0.06, atom 17 (H): 0.08, atom 18 (H): 0.11, atom 19 (H): 0.06, atom 20 (H): 0.06

---

No. 4
Entry from OMol25: a structure of composition C4H14N2 (ωB97M-V/def2-TZVPD).

Positions of all 20 atoms, in Å:
C1 0.90886 -0.81548 -0.35036
C2 0.68221 0.61450 1.39005
C3 2.04995 -1.60286 0.23206
N1 -0.21416 -1.41748 -0.74035
H1 1.20573 0.02768 -0.96628
H2 -1.21312 -0.48390 -0.62672
H3 -0.37871 -2.27890 -0.22369
H4 2.50756 -2.21016 -0.55594
H5 0.65297 -0.13591 2.18485
H6 1.70238 0.99731 1.31159
H7 0.10576 1.48866 1.72983
H8 2.81340 -0.95230 0.65464
H9 1.69643 -2.27196 1.01904
C4 -1.80988 1.63547 -1.20604
N2 -1.73605 0.55127 -0.21925
H10 -2.60820 0.41414 0.27986
H11 -0.92098 0.71255 0.48337
H12 -2.57333 1.42141 -1.95439
H13 -2.02509 2.59691 -0.73402
H14 -0.84572 1.70905 -1.70825

Atomic forces in eV per Å
-0.0550 0.6107 0.2525
0.5075 -0.4802 -0.2874
-0.0757 0.1135 0.1243
-0.5917 0.2744 0.1789
0.0423 -0.0265 0.0136
0.5001 -0.5364 -0.1722
0.0498 0.0537 -0.0360
-0.0682 0.0528 0.0340
-0.0062 0.0517 0.0860
0.0762 -0.1043 -0.0050
-0.2366 -0.0709 -0.1082
-0.0175 -0.0108 -0.0223
-0.0108 -0.0057 -0.0273
0.0556 -0.0060 0.0838
0.3949 0.2325 0.6106
0.0764 0.0078 -0.0634
-0.6379 -0.0781 -0.6798
0.0458 -0.0010 0.0564
-0.0039 -0.0621 -0.0457
-0.0453 -0.0150 0.0070

Calculated values
**Kohn-Sham gap**: 7.82 eV
**E_LUMO**: 0.9 eV
**Relative energy (zero: lowest compared OMol25 entry of this formula, charge and spin)**: 312.0 kJ/mol
**M**: 90.170 Da
**Electronic energy**: -7351.883 eV
**Largest force on an atom**: 0.94 eV/A

The molecule's Löwdin atomic charges, reported in e, are given here: atom 1 (C): -0.38, atom 2 (C): -0.14, atom 3 (C): -0.11, atom 4 (N): -0.04, atom 5 (H): 0.10, atom 6 (H): 0.07, atom 7 (H): 0.06, atom 8 (H): 0.08, atom 9 (H): -0.01, atom 10 (H): -0.01, atom 11 (H): -0.02, atom 12 (H): 0.07, atom 13 (H): 0.08, atom 14 (C): -0.10, atom 15 (N): -0.04, atom 16 (H): 0.12, atom 17 (H): 0.05, atom 18 (H): 0.08, atom 19 (H): 0.08, atom 20 (H): 0.08

---

No. 5
Entry from OMol25: a cluster of 2 separate species, C4H14N2O in total in a non-equilibrium geometry (ωB97M-V/def2-TZVPD).

Positions of all 21 atoms, in Å:
N1 -2.32462 0.55058 2.06157
C1 -1.35790 -0.49765 1.61575
C2 0.04393 0.00809 1.56591
N2 0.83615 -0.60373 0.43079
C3 1.70628 0.29374 -0.30232
C4 1.15664 1.32399 -1.27080
H1 -2.52523 1.21693 1.32781
H2 -1.94316 1.07517 2.83751
H3 -1.49738 -1.27096 2.37550
H4 -1.87763 -0.94414 0.77112
H5 0.66914 -0.47932 2.33325
H6 0.28567 1.06380 1.65022
H7 0.21045 -1.19468 -0.10111
H8 2.60212 -0.24683 -0.64525
H9 2.28057 0.72314 0.54639
H10 0.47207 0.91037 -1.99695
H11 0.61856 2.10901 -0.71759
H12 2.03543 1.88800 -1.61300
H13 0.87188 -1.40565 -3.22240
H14 -0.25729 -0.74822 -2.59498
O1 -0.06326 -1.21567 -3.42506

Atomic forces in eV per Å
-0.1920 -0.2132 0.1635
-2.4579 1.0581 1.5314
3.2930 -2.2318 -1.0037
-0.9622 0.0529 -0.2402
1.2535 -0.5626 1.6865
0.4409 0.7955 1.4344
0.1918 0.0048 -0.1901
0.0542 0.0165 0.0189
0.5249 -0.1245 0.0569
0.9360 0.1481 -0.7586
-0.8866 0.5915 0.9335
-0.8804 0.2814 -0.2629
0.2333 0.2883 -0.5481
-0.7389 -0.3938 -0.9804
-0.4750 0.9439 -0.3431
0.3181 0.1456 -0.4786
-0.3050 -0.3083 0.0220
-0.1958 -0.2677 -0.8592
0.1127 -0.2853 -0.4655
-0.7252 0.0396 0.0203
0.4606 0.0211 0.2631

Calculated values
**Kohn-Sham gap (spin up / spin down)**: 2.82 / 8.67 eV
**⟨S²⟩**: 0.75
**E_LUMO (spin up / spin down)**: 4.0 / 3.8 eV
**Charge**: -1
**Spin multiplicity**: 2
**Relative energy (zero: lowest compared OMol25 entry of this formula, charge and spin)**: 162.7 kJ/mol
**M**: 106.169 Da
**Electronic energy**: -9399.897 eV
**Largest force on an atom**: 4.10 eV/A

The molecule's Löwdin atomic charges, reported in e, are given here: atom 1 (N): -0.05, atom 2 (C): -0.34, atom 3 (C): -0.25, atom 4 (N): -0.12, atom 5 (C): -0.42, atom 6 (C): -0.24, atom 7 (H): 0.02, atom 8 (H): 0.04, atom 9 (H): 0.09, atom 10 (H): 0.08, atom 11 (H): 0.10, atom 12 (H): 0.10, atom 13 (H): 0.04, atom 14 (H): 0.07, atom 15 (H): 0.10, atom 16 (H): 0.01, atom 17 (H): 0.04, atom 18 (H): 0.04, atom 19 (H): -0.04, atom 20 (H): -0.06, atom 21 (O): -0.20